1.
A 2-piece molecular cluster, C8H17NO overall at a distorted geometry. Source: OMol25; level of theory: the ωB97M-V functional and the def2-TZVPD basis.

```
27
Properties=species:S:1:pos:R:3:forces:R:3
O -0.705 -0.604 1.518 -1.131 2.220 0.790
N 1.468 -2.374 -0.916 -0.011 -0.001 0.017
C 2.005 -1.489 1.297 -0.079 0.018 -0.197
C 1.133 -1.360 0.064 -0.037 -0.202 0.244
C -1.087 1.934 -0.376 -0.733 0.213 1.229
C 0.871 0.017 -0.453 -0.726 -1.200 0.540
C -1.407 -1.491 -0.610 0.239 -0.035 0.178
C -1.673 1.772 0.862 -0.224 1.389 -1.405
C -0.045 2.962 -0.661 0.240 -0.212 0.064
C -0.314 -0.995 0.317 1.194 1.309 -1.872
H -1.722 -2.486 -0.290 -0.060 -0.035 -0.029
H 1.747 -0.733 2.034 0.008 0.009 0.022
H -1.529 1.449 -1.238 0.000 -0.148 0.003
H 1.865 -2.469 1.755 -0.013 -0.031 0.028
H 0.688 2.615 -1.391 0.019 0.012 0.015
H -2.273 -0.833 -0.540 -0.029 0.034 0.000
H 0.471 3.272 0.248 -0.005 -0.031 -0.011
H 1.193 -3.294 -0.589 0.002 0.031 -0.037
H -1.094 -1.542 -1.650 0.001 -0.022 -0.034
H 1.017 -2.211 -1.807 0.001 -0.001 0.061
H -2.717 1.474 0.895 0.134 -0.497 0.045
H 3.052 -1.394 1.008 0.019 0.039 0.008
H -1.399 2.472 1.645 0.234 -0.125 0.097
H 1.333 0.815 0.107 -0.143 0.084 0.114
H 0.826 0.154 -1.525 -0.050 -0.048 -0.068
H -0.527 3.849 -1.083 -0.057 -0.076 -0.013
H -1.177 0.488 1.378 1.207 -2.697 0.212
```
Forces are in eV/Å.

Properties
Charge ... 0
Calculated total energy ... -12106.2820 eV
Spin multiplicity ... 1
Max |F| ... 0.058 Eh/bohr
SMILES string ... C[C@]1(N)C[C@]1(C)O.C=CC
Frontier orbital gap ... 8.81 eV
HOMO ... -8.13 eV

=====

2.
The molecule C4H7NO at a distorted geometry. Source: OMol25; level of theory: the ωB97M-V functional and the def2-TZVPD basis.

```
13
Properties=species:S:1:pos:R:3:forces:R:3
O 0.189 1.519 -0.149 0.158 -2.990 -0.198
N -0.978 -0.458 0.003 1.164 0.758 -0.257
C 0.205 0.259 -0.151 -1.123 2.181 0.844
C 2.592 0.196 0.135 1.154 -0.960 -0.300
C 1.503 -0.540 -0.153 -0.839 1.122 0.263
C -2.289 0.179 0.068 -0.162 -0.604 0.164
H -2.940 -0.243 -0.692 0.028 0.033 -0.384
H -2.837 -0.053 1.017 0.809 0.617 -0.442
H -0.915 -1.449 -0.102 -0.099 -0.318 0.054
H 1.401 -1.645 -0.311 0.673 1.224 0.080
H 3.598 -0.298 0.102 -1.022 0.466 0.237
H 2.611 1.292 0.378 -0.546 -1.350 -0.488
H -2.139 1.241 -0.145 -0.193 -0.179 0.426
```
Forces are in eV/Å.

Properties
Charge ... 0
Calculated total energy ... -7798.3610 eV
Spin multiplicity ... 1
Max |F| ... 0.058 Eh/bohr
SMILES string ... C=CC(=O)NC
Frontier orbital gap ... 10.46 eV
HOMO ... -9.59 eV

=====

Question: Among the records above, which one has the highest frontier orbital gap?
Answer: C4H7NO